# 1
Computed, not measured: the ion C9H9N2 with charge +1, with ωB97M-V/def2-TZVPD.

Geometry as XYZ:
```
20
Properties=species:S:1:pos:R:3:lowdin_charge:R:1
C 2.07 -0.92 0.33 -0.02
C 1.52 -0.98 -1.02 -0.04
C 1.58 0.11 1.10 -0.03
C 0.25 -0.66 -1.30 -0.02
C 0.35 0.79 0.80 -0.18
C -0.53 0.10 -0.29 -0.37
C -2.40 -1.44 0.72 0.17
C -1.01 1.33 -1.06 -0.07
C -1.52 -0.63 0.32 0.16
N 0.39 2.21 0.26 0.05
N -0.48 2.39 -0.69 0.08
H 2.85 -1.68 0.52 0.13
H 2.02 -1.46 -1.86 0.13
H 1.99 0.32 2.12 0.14
H 0.00 -0.78 -2.29 0.10
H -0.30 0.72 1.67 0.16
H -3.49 -1.24 0.45 0.16
H -2.43 -2.31 1.47 0.16
H -1.48 1.12 -2.01 0.14
H 0.62 3.02 0.77 0.15
```

Summary:
total charge = +1
DFT total energy = -457.37884 Eh
highest occupied orbital energy = -12.8 eV
LUMO energy = -6.4 eV
energy above the lowest of the compared OMol25 structures with the same formula, charge and spin = 7.6604 eV

# 2
Computed, not measured: the ion C9H9N2O with charge +1, with ωB97M-V/def2-TZVPD.

Geometry as XYZ:
```
21
Properties=species:S:1:pos:R:3:lowdin_charge:R:1
H -1.28 -3.54 -0.59 0.08
N -1.44 -2.99 0.23 0.24
C -0.91 -1.88 0.28 -0.20
C -1.29 -0.86 1.35 -0.27
O -2.04 -1.01 2.27 0.19
C -0.63 0.42 0.86 -0.10
C -0.73 1.69 1.38 0.05
C -0.18 2.82 0.71 0.01
C 0.50 2.69 -0.50 -0.01
C 0.66 1.39 -1.00 0.01
C 0.11 0.30 -0.31 -0.14
C 0.07 -1.15 -0.77 -0.12
N 1.49 -1.60 -0.71 0.26
H -1.29 1.65 2.25 0.11
H -0.25 3.84 0.96 0.10
H 0.81 3.58 -0.88 0.09
H 1.13 1.21 -1.87 0.07
H -0.39 -1.36 -1.66 0.13
H 1.73 -1.81 0.20 0.15
H 2.14 -0.90 -1.09 0.18
H 1.77 -2.50 -1.11 0.19
```

Summary:
total charge = +1
DFT total energy = -532.78627 Eh
SMILES string = [H]/N=C1/C(=O)c2ccccc2[C@H]1[NH3+]
highest occupied orbital energy = -13.4 eV
LUMO energy = -4.4 eV
energy above the lowest of the compared OMol25 structures with the same formula, charge and spin = 1.3572 eV

# 3
Computed, not measured: the molecule C9H9N3, with ωB97M-V/def2-TZVPD.

Geometry as XYZ:
```
21
Properties=species:S:1:pos:R:3:lowdin_charge:R:1
C 3.53 0.74 -0.07 -0.06
C 2.15 0.18 -0.03 -0.33
C 1.02 0.97 0.02 0.03
C -0.21 0.32 0.06 -0.10
C -1.47 1.02 -0.03 -0.26
N -1.50 2.42 -0.04 0.10
C -2.65 0.31 -0.01 -0.04
C -2.64 -1.11 -0.08 -0.08
C -1.46 -1.82 -0.01 -0.03
C -0.23 -1.09 0.04 -0.21
N 0.95 -1.81 0.05 0.07
N 2.09 -1.19 0.05 0.06
H 3.45 1.82 -0.28 0.07
H 4.08 0.67 0.92 0.10
H 4.15 0.29 -0.87 0.08
H 1.10 2.07 -0.05 0.12
H -2.40 2.85 0.14 0.10
H -0.79 2.85 0.50 0.07
H -3.61 0.84 -0.02 0.11
H -3.63 -1.57 -0.06 0.11
H -1.40 -2.88 -0.03 0.09
```

Summary:
total charge = 0
DFT total energy = -512.60054 Eh
SMILES string = Cc1cc2c(N)cccc2nn1
highest occupied orbital energy = -8.1 eV
LUMO energy = 0.0 eV
energy above the lowest of the compared OMol25 structures with the same formula, charge and spin = 1.4764 eV

# 4
Computed, not measured: the molecule C9H9N3, with ωB97M-V/def2-TZVPD.

Geometry as XYZ:
```
21
Properties=species:S:1:pos:R:3:lowdin_charge:R:1
C -3.09 -1.36 0.00 -0.17
C -2.89 1.48 -0.02 -0.17
C -0.71 -1.55 0.67 -0.09
C -0.52 1.34 0.71 -0.10
C 0.53 -1.23 -0.21 -0.15
C 0.46 1.20 -0.47 -0.13
C -0.09 -0.36 -2.30 0.07
C -1.89 -0.69 0.33 -0.18
C -1.81 0.66 0.35 -0.19
N -4.03 -1.96 -0.26 0.20
N -3.73 2.20 -0.34 0.19
N 0.31 -0.11 -1.10 -0.28
H -0.98 -2.59 0.55 0.12
H -0.46 -1.38 1.73 0.12
H -0.09 0.86 1.59 0.12
H -0.69 2.39 0.94 0.13
H 1.40 -1.02 0.43 0.12
H 0.75 -2.09 -0.84 0.11
H 0.25 1.96 -1.23 0.13
H 1.49 1.33 -0.12 0.13
H -0.29 0.58 -2.86 0.02
```

Summary:
total charge = 0
DFT total energy = -512.49496 Eh
highest occupied orbital energy = -8.5 eV
LUMO energy = -0.7 eV
energy above the lowest of the compared OMol25 structures with the same formula, charge and spin = 4.3493 eV

# 5
Computed, not measured: a structure of composition C9H9N3NiO4S2, with ωB97M-V/def2-TZVPD.

Geometry as XYZ:
```
28
Properties=species:S:1:pos:R:3:lowdin_charge:R:1
Ni -0.30 -0.54 0.42 0.25
O -1.09 1.19 3.49 -0.27
S -0.81 0.54 2.25 0.33
O -1.88 -0.40 1.74 -0.35
O -0.56 1.43 1.06 -0.38
O 0.41 -0.37 2.23 -0.35
C 2.68 -4.21 -1.43 -0.03
N 1.25 -3.99 -1.61 -0.12
C 0.34 -4.91 -2.11 -0.03
C -0.86 -4.34 -2.08 -0.02
N -0.71 -3.05 -1.55 0.03
C 0.62 -2.84 -1.27 -0.63
S 1.45 -1.50 -0.66 0.85
C -1.79 -2.14 -1.39 -0.22
C -3.09 -2.59 -1.52 0.01
C -4.11 -1.65 -1.49 -0.02
C -3.81 -0.31 -1.33 -0.02
C -2.49 0.03 -1.14 -0.07
N -1.49 -0.87 -1.16 0.06
H 2.92 -5.21 -1.77 0.09
H 2.94 -4.09 -0.38 0.09
H 3.24 -3.48 -2.01 0.09
H 0.64 -5.88 -2.45 0.13
H -1.81 -4.72 -2.42 0.12
H -3.32 -3.64 -1.62 0.11
H -5.14 -1.98 -1.58 0.12
H -4.58 0.45 -1.30 0.12
H -2.18 1.04 -0.90 0.13
```

Summary:
total charge = 0
DFT total energy = -3118.26528 Eh
highest occupied orbital energy (alpha / beta) = -8.3 / -8.3 eV
LUMO energy (alpha / beta) = -1.0 / -0.9 eV
energy above the lowest of the compared OMol25 structures with the same formula, charge and spin = 1.3427 eV

# 6
Computed, not measured: a structure of composition C9H9N3O2, with ωB97M-V/def2-TZVPD.

Geometry as XYZ:
```
23
Properties=species:S:1:pos:R:3:lowdin_charge:R:1
C -0.31 1.30 0.77 -0.39
C -0.78 -0.02 1.30 -0.07
C 0.22 -0.81 1.56 -0.15
C 1.79 0.39 0.13 -0.69
C -0.54 -1.66 -0.30 -0.12
C -1.74 -0.87 -0.40 -0.12
C -1.58 0.33 -1.08 -0.12
C -0.40 0.87 -1.32 -0.17
C 0.69 0.03 -1.41 -0.15
H 1.41 2.27 -0.26 0.27
H -1.79 -0.17 1.81 0.18
H 0.13 -1.81 2.17 0.18
H 2.05 -1.49 0.90 0.13
H -0.46 -2.61 0.19 0.12
H -2.78 -1.22 -0.14 0.14
H -2.45 1.02 -1.23 0.15
H -0.30 1.86 -1.84 0.17
H 1.76 0.21 -1.73 0.16
N 0.95 1.33 0.08 0.12
N 1.57 -0.65 1.11 0.14
N 0.58 -1.11 -0.77 0.05
O -0.87 2.37 0.92 0.10
O 2.84 0.44 -0.47 0.07
```

Summary:
total charge = 0
DFT total energy = -662.74227 Eh
highest occupied orbital energy = -7.2 eV
LUMO energy = -0.5 eV
energy above the lowest of the compared OMol25 structures with the same formula, charge and spin = 11.6186 eV